This record from the Open Molecules 2025 dataset describes 14 unconnected molecules or ions with the total composition C14H56N28O14 in a non-equilibrium geometry. The level of theory is wB97M-V/def2-TZVPD.

Geometry as XYZ:
```
112
Properties=species:S:1:pos:R:3:lowdin_charge:R:1
C -2.96584 -0.39743 -3.71038 -0.714
O -2.94406 -1.43560 -4.32166 0.202
N -3.99658 0.32241 -3.55840 0.231
N -1.94249 0.02612 -2.99057 0.249
H -4.01100 1.21302 -3.08225 0.126
H -4.81357 0.02343 -4.07144 0.147
H -2.16311 0.87552 -2.49063 0.056
H -1.06979 -0.48058 -3.03236 0.097
C -1.60841 -2.72607 3.02809 -0.700
O -0.78244 -2.61065 2.16116 -0.026
N -2.03085 -1.74634 3.81896 0.225
N -2.32976 -3.82081 3.22932 0.168
H -1.56311 -0.85398 3.88969 0.060
H -2.73959 -2.08987 4.45123 0.120
H -1.97256 -4.70468 2.89573 0.072
H -3.14466 -3.80307 3.82575 0.129
C 3.07101 0.46492 -2.77429 -0.725
O 2.00665 1.06158 -2.86966 -0.004
N 4.23142 0.98037 -3.11608 0.196
N 3.19553 -0.79670 -2.63921 0.197
H 4.78722 0.29249 -3.60395 0.116
H 4.35549 1.97480 -3.24184 0.104
H 4.09323 -1.24478 -2.75518 0.134
H 2.28024 -1.20821 -2.52511 0.090
C -2.21275 3.23236 -0.71788 -0.738
O -2.44232 2.10584 -1.22893 -0.060
N -3.12872 4.11715 -0.41003 0.188
N -1.08803 3.61382 -0.39603 0.248
H -4.11471 4.04211 -0.61572 0.133
H -2.78537 4.91770 0.10116 0.125
H -1.00519 4.56591 -0.06929 0.147
H -0.37532 2.90279 -0.47716 0.112
C -3.06245 -3.19210 -0.67012 -0.740
O -3.51346 -3.44297 -1.71129 0.253
N -1.93950 -2.60372 -0.47620 0.216
N -3.48581 -3.83060 0.40139 0.220
H -1.51464 -2.59244 0.44001 0.079
H -1.37388 -2.39592 -1.28676 0.082
H -4.18947 -4.55472 0.37670 0.144
H -2.98419 -3.55198 1.23257 0.071
C 2.99349 -2.66587 4.18253 -0.804
O 3.32458 -2.66668 3.02255 0.050
N 1.78897 -2.45351 4.61692 0.164
N 3.76425 -2.91440 5.20624 0.164
H 1.64659 -2.00551 5.51086 0.112
H 1.15317 -2.23194 3.86408 0.080
H 4.72367 -3.12600 4.97207 0.121
H 3.56283 -2.88016 6.19537 0.116
C 2.72617 4.26745 2.15980 -0.841
O 3.48054 5.13139 2.45307 0.085
N 1.59006 4.09259 2.72954 0.155
N 2.88481 3.31769 1.29415 0.160
H 1.19224 3.16521 2.68679 0.081
H 1.48730 4.50300 3.64666 0.110
H 3.82493 3.14038 0.97038 0.126
H 2.07112 2.78046 1.03073 0.040
C 0.57692 3.66664 -4.93933 -0.774
O 1.76135 4.00114 -5.01487 0.006
N 0.18528 2.73499 -4.11558 0.178
N -0.37900 4.21465 -5.58839 0.175
H -0.79933 2.67611 -3.89837 0.088
H 0.84619 2.17114 -3.60043 0.053
H -1.28815 3.78130 -5.51253 0.113
H -0.15162 4.97561 -6.21235 0.132
C 0.76174 0.35754 0.40935 -0.672
O 0.99748 1.54827 0.37434 0.006
N 0.75530 -0.30760 -0.72003 0.191
N 0.62688 -0.32830 1.55339 0.218
H -0.06536 -0.86424 -0.91178 0.061
H 1.05777 0.26005 -1.49873 0.053
H 0.67919 -1.33662 1.52784 0.091
H 0.74635 0.28557 2.34647 0.068
C 0.27912 -3.27584 -3.43800 -0.741
O 0.19744 -2.35703 -2.70405 0.035
N 1.17683 -4.24096 -3.25140 0.168
N -0.17405 -3.40442 -4.67320 0.188
H 1.45498 -4.43405 -2.29985 0.114
H 1.43373 -4.83142 -4.02952 0.116
H -0.66456 -2.62867 -5.09475 0.112
H -0.18707 -4.33918 -5.05551 0.121
C 3.69926 4.30803 -2.12561 -0.815
O 4.60135 3.76247 -1.50457 0.013
N 2.60848 4.51794 -1.52331 0.186
N 3.77689 4.97073 -3.24935 0.171
H 2.48641 3.84652 -0.77873 0.085
H 1.97227 5.11922 -2.02710 0.121
H 3.04304 5.26090 -3.87972 0.077
H 4.62079 5.20203 -3.75375 0.120
C -4.02694 0.35359 1.31924 -0.834
O -4.67806 -0.55104 1.75463 0.033
N -4.27114 1.57126 1.64702 0.187
N -3.02987 0.20313 0.50129 0.199
H -5.21461 1.64356 2.00019 0.130
H -3.85302 2.19083 0.96775 0.074
H -2.72431 -0.69253 0.14840 0.073
H -2.75123 1.04018 0.00956 0.034
C 0.25271 1.16688 4.75790 -0.838
O -0.63465 0.59263 4.28382 0.083
N 1.48854 0.88182 4.52889 0.195
N 0.12111 2.27881 5.40468 0.191
H 2.30985 1.40550 4.79592 0.137
H 1.54975 0.23279 3.75745 0.086
H 0.93717 2.60995 5.89914 0.116
H -0.70035 2.72801 5.78353 0.132
C 0.00357 -6.03297 1.69435 -0.761
O 0.63511 -6.83140 2.36691 0.061
N -1.28941 -6.01856 1.64086 0.139
N 0.50327 -4.90739 1.22974 0.165
H -1.68227 -5.57654 0.82208 0.103
H -1.80067 -6.68543 2.20121 0.135
H -0.00992 -4.09095 1.53000 0.043
H 1.28762 -4.92791 0.59376 0.114
```

Results
HOMO (spin up / spin down)   -0.3898 / -0.3898 hartree
Multiplicity   2
Max |F|   8.61 eV/Å
Total charge   +1
ΔE to the lowest compared entry with this formula, charge and spin   94.1 kcal/mol
Frontier orbital gap (spin up / spin down)   8.51 / 2.54 eV
Lowest unoccupied orbital energy (spin up / spin down)   -2.10 / -8.07 eV
⟨S²⟩   0.7594